Entry 1:
DFT (ωB97M-V with the def2-TZVPD basis set) results for a molecular structure, C38H93B5CaF16N11O7 at a distorted geometry.

multiplicity = 1
E_tot = -5032.0435 a.u.
net charge = +3

Geometry as XYZ:
```
171
Properties=species:S:1:pos:R:3:forces:R:3
Ca 0.091222 0.727322 -1.118061 1.1 3.4 -0.9
N 2.188563 3.401455 0.025349 -4.1 4.1 -2.3
O 1.343847 2.459172 -0.155249 0.9 -1.1 0.9
O 3.071714 3.357698 0.859345 1.9 -1.5 1.4
O 1.904301 4.489482 -0.547863 1.5 -2.1 0.7
B 2.264284 0.241284 -2.327182 0.3 -0.1 -0.3
H 2.058011 -0.814741 -2.246635 -1.2 -4.4 0.3
H 2.517556 0.576900 -1.333468 0.7 1.6 3.4
H 3.093632 0.307238 -3.014254 3.3 0.5 -2.4
H 1.463980 0.789422 -2.799731 -2.6 1.7 -1.5
C -3.974868 2.372727 0.645030 -1.2 1.6 1.2
C -4.311557 3.085939 2.023803 0.9 -1.3 -1.2
N -4.154881 2.150409 3.169454 0.1 0.4 -0.1
C -5.223437 1.358752 3.611175 1.1 0.1 0.4
C -4.732569 0.551913 4.591496 1.4 1.3 0.0
N -3.402820 0.969724 4.763773 0.5 -1.7 0.8
C -3.015385 1.871926 3.856930 -3.3 -0.5 -0.5
C -2.436748 0.175649 5.544557 1.1 -0.2 -1.4
H -3.767946 3.294697 0.101666 0.4 -0.4 -0.8
H -4.903566 1.959393 0.251615 0.2 -0.5 -0.1
H -3.107598 1.712535 0.654912 -0.2 0.2 0.0
H -5.344711 3.431875 2.055534 0.3 0.2 -0.1
H -3.598113 3.910002 2.024233 -0.1 0.1 0.9
H -6.248201 1.455175 3.284127 0.3 0.2 -0.3
H -5.120799 -0.228509 5.229169 -0.2 0.3 -0.1
H -2.008149 2.188282 3.629375 -0.2 0.2 0.1
H -1.721838 -0.120070 4.776736 0.3 -0.4 0.1
H -2.864113 -0.755580 5.916392 -0.2 0.5 0.3
H -1.811662 0.731312 6.243566 -0.8 0.2 0.4
C -6.535963 4.353422 -1.756829 -1.0 -0.5 -0.8
C -5.205741 4.571302 -2.488207 0.1 -0.6 2.4
N -5.026850 3.713647 -3.643669 -1.0 -1.5 -2.5
C -5.445736 4.068616 -4.955203 3.6 -4.7 -0.3
C -4.898020 2.970466 -5.768598 -1.1 1.1 2.9
N -4.364276 1.952427 -4.875163 -1.5 3.1 -0.1
C -4.486783 2.437182 -3.624898 -0.5 2.3 -0.8
C -3.547969 0.763560 -5.251637 -0.2 1.5 0.7
H -7.347959 4.586553 -2.445608 -0.1 0.0 -0.3
H -6.792015 4.981075 -0.903249 0.9 0.1 0.1
H -6.724076 3.312868 -1.492335 0.3 -0.2 0.2
H -4.358728 4.234278 -1.890634 0.0 0.8 0.5
H -5.150078 5.649976 -2.634749 0.7 -0.3 -0.9
H -5.892569 5.035004 -5.136444 0.1 -0.2 -0.3
H -4.871429 2.787514 -6.832651 -0.1 0.2 0.1
H -4.157406 1.965064 -2.711098 0.2 0.1 -0.2
H -2.671637 0.873548 -4.612851 0.2 -0.4 -0.2
H -3.277405 0.946080 -6.291622 -0.1 -0.6 0.1
H -4.093928 -0.148247 -5.009465 0.1 0.0 -0.5
C 0.244550 4.894075 4.231958 -0.9 -0.4 -0.2
C 1.246223 4.119581 3.405258 1.8 0.4 0.7
N 1.648790 2.908424 4.174574 1.4 -2.7 2.1
C 2.121670 1.655093 3.688705 -1.6 0.8 -1.5
C 2.323950 0.756746 4.685900 -0.5 2.1 0.5
N 2.049969 1.494296 5.815666 -0.4 3.4 0.4
C 1.759277 2.822793 5.537291 -0.5 -3.0 -2.1
C 2.074143 1.029428 7.158788 1.1 -2.1 0.6
H -0.530989 4.137059 4.348453 -0.7 0.4 0.2
H -0.169695 5.766332 3.726324 0.1 -0.2 -0.4
H 0.474674 5.234677 5.241472 0.7 -0.1 -0.1
H 2.238359 4.561612 3.313776 -0.4 0.8 -0.7
H 0.871763 3.821975 2.425814 0.0 0.0 0.1
H 2.014024 1.445945 2.634630 0.4 0.3 -0.1
H 2.595519 -0.287360 4.735869 -0.1 0.2 -0.2
H 1.565961 3.562502 6.300087 0.0 0.0 -0.2
H 1.987715 1.766736 7.956912 0.0 0.1 -0.5
H 3.021977 0.493883 7.212650 0.3 0.2 0.8
H 1.362620 0.213766 7.287373 -0.5 0.3 0.1
C 3.363625 -3.389904 2.172786 0.0 -0.3 -0.9
N 2.152168 -4.267800 2.029273 -0.5 -0.4 -2.0
C 1.177901 -3.801237 3.021601 -0.8 -0.9 0.6
C 1.526804 -4.176824 0.602040 1.0 0.3 0.5
C 2.491694 -5.784997 2.266892 1.3 -0.2 0.7
C 3.585511 -6.447485 1.372040 0.0 1.1 -0.2
O 4.793719 -5.741494 1.527463 0.0 0.1 0.2
H 3.846188 -3.703207 3.098571 0.5 0.1 -0.4
H 3.099930 -2.332679 2.201920 -0.6 -0.1 0.2
H 3.906904 -3.500069 1.234264 0.6 -0.3 0.6
H 0.356175 -4.506499 2.897230 -0.4 0.4 0.5
H 0.861801 -2.766427 2.889902 0.1 -0.1 -0.5
H 1.597633 -3.892784 4.023369 0.1 -0.2 0.0
H 0.470800 -3.913082 0.660155 0.1 -0.4 0.1
H 1.789260 -5.131341 0.145838 -0.7 0.2 -0.2
H 2.012037 -3.398413 0.013203 0.1 0.2 0.3
H 1.706667 -6.539601 2.217905 -1.1 1.0 -0.4
H 2.706859 -5.736421 3.334340 0.8 -0.5 -0.1
H 3.280443 -6.465630 0.325755 -0.3 0.5 -0.3
H 3.699946 -7.521444 1.519094 -0.2 -0.1 1.1
H 5.443670 -5.995605 0.868241 0.1 -0.3 -0.1
C 2.512709 -0.689937 -7.254183 0.4 0.8 -0.2
N 2.221836 -1.487911 -6.009559 -1.0 1.1 -1.4
C 3.665046 -1.704184 -5.351873 -3.2 0.3 1.3
C 1.336981 -0.494717 -5.221742 0.3 -1.6 1.2
C 1.350699 -2.707583 -6.419870 0.2 -0.2 0.5
C 0.703107 -3.492888 -5.248718 0.2 0.3 -0.9
O 1.754657 -3.875979 -4.443142 1.4 -0.6 1.3
H 3.128467 0.143378 -6.915754 0.6 -0.4 -0.2
H 1.676989 -0.117017 -7.655971 -0.6 -0.8 0.2
H 2.969211 -1.267465 -8.058033 0.1 -0.1 0.3
H 4.376799 -2.089603 -6.081919 -0.2 0.3 0.3
H 3.467050 -2.257858 -4.434079 0.3 -1.1 -0.6
H 3.783997 -0.758206 -4.823606 0.8 0.6 -1.0
H 1.200530 -0.953103 -4.242273 0.4 0.5 0.2
H 0.311413 -0.453252 -5.588587 0.4 0.1 -0.8
H 1.831279 0.474753 -5.159380 -0.2 -0.2 0.1
H 2.005604 -3.318187 -7.041451 0.1 -0.4 0.5
H 0.559275 -2.436827 -7.118746 0.1 0.9 0.2
H 0.201542 -4.385857 -5.621724 -0.1 0.1 -0.6
H -0.036247 -2.970486 -4.641645 -0.1 0.7 -0.4
H 1.477474 -4.587396 -3.861212 0.0 0.0 0.0
C -4.741910 -4.591988 1.042664 -0.8 0.8 -0.9
N -3.710040 -3.502058 1.054274 0.7 -2.1 0.8
C -2.863886 -3.894351 2.271132 1.1 1.5 0.5
C -2.844078 -3.595688 -0.242652 -1.3 1.6 0.2
C -4.400242 -2.094217 1.284264 2.1 -2.0 -0.7
C -5.230837 -1.580652 0.085719 -0.7 1.0 0.8
O -5.603100 -2.466400 -0.938651 0.6 -0.8 0.1
H -5.410833 -4.369698 0.211272 -0.3 0.0 0.3
H -5.235721 -4.489347 2.008952 -0.2 -0.7 -0.2
H -4.314940 -5.566187 0.804473 0.3 0.1 0.6
H -2.131242 -3.104994 2.439245 0.4 -0.1 -0.6
H -2.369986 -4.864134 2.210549 -0.2 0.1 -0.9
H -3.311748 -3.923169 3.264450 -1.3 0.1 -0.5
H -3.543131 -3.786898 -1.056818 0.0 0.1 0.1
H -2.043719 -4.333713 -0.295963 -0.2 0.0 0.9
H -2.483857 -2.573764 -0.361060 0.4 -0.3 -0.2
H -3.502533 -1.499031 1.451485 -0.2 0.5 -0.2
H -4.860859 -2.203103 2.266139 -0.6 0.0 -0.4
H -4.724014 -0.712591 -0.335832 0.3 0.0 0.0
H -6.174909 -1.235087 0.506907 0.1 0.4 0.4
H -6.164012 -1.939136 -1.512217 -0.1 -0.2 -0.3
C 5.769792 1.371590 1.628343 0.6 -0.7 -0.4
N 6.630227 0.343386 0.914267 2.6 4.5 -1.2
C 8.158145 0.803262 1.073581 -0.5 -1.9 -1.5
C 6.508418 -0.995573 1.416032 -0.3 -0.6 0.8
C 6.437082 0.588423 -0.580920 0.9 -0.9 -1.4
C 5.105809 0.511434 -1.257829 -0.2 -0.7 2.1
O 4.511254 -0.667347 -0.797417 0.1 -1.2 0.4
H 4.760858 1.023270 1.407372 -0.2 0.4 0.9
H 5.907706 2.357415 1.184233 0.0 -0.2 -0.3
H 6.191251 1.442441 2.631066 -0.9 -0.3 0.3
H 8.322064 1.773840 0.605388 -0.3 0.1 0.8
H 8.660722 0.097443 0.412261 0.0 0.1 -0.4
H 8.681222 0.537618 1.992234 -1.0 0.7 0.7
H 5.449580 -1.246691 1.353631 0.3 -0.4 0.1
H 6.902723 -0.939476 2.430666 -0.5 -0.2 0.3
H 7.161983 -1.719552 0.929416 -0.3 0.3 -0.6
H 7.082323 -0.172588 -1.019822 0.2 0.2 -0.2
H 6.734722 1.585731 -0.904793 0.9 0.0 0.8
H 5.236407 0.400176 -2.334247 0.2 1.0 0.0
H 4.484909 1.325098 -0.882964 -0.1 0.5 -0.9
H 3.677977 -0.633349 -1.272895 -1.0 -0.5 0.0
B -0.939841 3.201835 -2.087325 2.5 3.3 -1.5
F -0.539507 4.460251 -1.760424 0.3 -0.4 -0.3
F -1.353032 2.498315 -1.010873 -0.6 -2.0 2.2
F -1.960819 3.292863 -2.947123 -2.8 -0.4 -2.2
F 0.127973 2.493580 -2.803436 -0.5 -0.3 0.9
B -1.933502 6.285161 0.275819 0.5 0.2 -0.2
F -1.379752 7.004500 -0.687566 0.5 2.5 -2.6
F -1.072633 5.273907 0.467359 1.4 -3.2 1.9
F -2.055271 6.999796 1.420629 -0.6 1.2 2.4
F -3.170280 5.804303 -0.092660 -2.3 -1.1 -0.5
B -1.552911 -0.870550 -2.319970 -0.4 0.1 -2.4
F -0.443440 -1.342742 -1.653737 0.7 -2.5 0.8
F -1.056147 0.110747 -3.164234 0.8 0.1 -2.1
F -2.328069 -1.801264 -2.960509 0.1 -0.8 0.0
F -2.253460 -0.108782 -1.480537 -2.5 0.8 3.2
B -0.308187 -0.287433 1.375356 0.7 -0.3 3.4
F -1.028076 0.787501 1.053893 -1.6 1.5 -1.0
F -1.029326 -1.449769 1.405655 -1.0 -1.8 -1.4
F 0.855321 -0.291423 0.655412 1.2 -1.4 -0.4
F 0.043145 -0.181155 2.727543 0.8 0.4 1.6
```
Positions in Å, forces in eV/Å.

***

Entry 2:
DFT (ωB97M-V with the def2-TZVPD basis set) results for 7 unconnected molecules or ions with the total composition C38H94Br2N6 at a distorted geometry.

SMILES string = CCN(CC)CC.CCN(CC)CC.CCN(CC)CC.CCN(CC)CC.CCN(CC)CC.CCN(CC)CC.BrCCBr
multiplicity = 1
E_tot = -6980.6258 a.u.

Geometry as XYZ:
```
140
Properties=species:S:1:pos:R:3:forces:R:3
Br -0.503784 5.217627 7.658908 0.4 -0.4 -0.8
C 0.120596 4.225467 6.025108 -0.7 0.4 0.2
C -0.829584 3.040047 5.876818 0.3 -0.1 0.4
Br -0.222724 1.926737 4.391468 -0.1 0.1 0.2
H 1.172846 3.971707 6.153478 -0.3 -0.3 0.4
H 0.097846 4.928857 5.192738 -0.4 0.0 0.1
H -1.885524 3.251417 5.708308 0.3 0.6 -0.3
H -0.834714 2.451947 6.794548 0.4 -0.2 -0.2
C 6.003136 -4.863383 -4.746942 0.4 0.1 0.0
C 4.681796 -5.355083 -4.183792 1.7 0.1 0.1
N 4.391026 -4.730253 -2.898352 0.3 1.0 0.2
C 4.663156 -3.268373 -2.743262 0.2 -0.6 -1.0
C 3.788476 -2.287903 -3.572602 0.0 -0.2 1.0
C 3.061716 -5.076373 -2.501802 -0.6 0.3 1.0
C 2.901606 -6.467293 -1.965472 -0.3 -1.4 -0.1
H 6.356806 -5.511713 -5.548612 -0.2 0.0 -0.1
H 6.735126 -4.947073 -3.943652 0.2 0.1 0.0
H 6.006136 -3.836133 -5.111422 -0.1 0.0 0.0
H 3.904416 -5.326913 -4.947332 -0.5 0.3 0.1
H 4.918976 -6.401793 -3.993452 -0.6 -0.3 0.1
H 4.632756 -3.004943 -1.686012 -0.6 -0.2 0.1
H 5.722576 -3.103403 -2.939522 0.0 -0.1 -0.5
H 2.759386 -2.327863 -3.215572 -0.2 -0.1 0.0
H 4.125636 -1.277143 -3.342832 0.1 0.1 -0.2
H 3.752936 -2.434783 -4.652072 0.4 -0.2 0.0
H 2.391296 -4.900303 -3.343012 -0.6 -0.1 -0.1
H 2.732076 -4.455023 -1.669122 0.1 0.6 -0.1
H 3.212216 -7.224103 -2.685792 0.2 -0.1 0.0
H 1.861666 -6.709183 -1.746102 -0.3 0.3 -0.2
H 3.399696 -6.679733 -1.019492 0.5 0.4 -0.1
C 3.594996 -1.306883 0.914938 -0.5 -0.2 0.4
C 2.697996 -2.480883 1.400048 1.3 0.7 -0.4
N 2.999206 -2.867033 2.758868 -1.4 -1.1 1.9
C 2.306176 -4.165073 3.001808 1.2 -0.7 1.9
C 3.149746 -5.369093 2.617858 0.2 0.1 -0.9
C 2.598746 -1.921453 3.862048 -0.3 0.9 -0.9
C 1.134136 -1.443263 3.823498 -0.4 -0.2 -0.4
H 3.604636 -0.390313 1.504778 -0.5 0.0 0.1
H 3.355436 -1.066973 -0.120982 0.1 0.1 0.0
H 4.618896 -1.667023 1.015158 0.1 -0.1 -0.3
H 1.619346 -2.502133 1.244558 -0.3 0.9 -0.4
H 3.084506 -3.250913 0.732398 -0.2 -0.6 0.2
H 2.167516 -4.334153 4.069648 0.3 0.7 0.5
H 1.261506 -4.310743 2.726928 -0.1 0.6 -1.1
H 2.740636 -6.286343 3.041398 -0.2 -0.1 -0.3
H 3.215196 -5.410583 1.530618 0.0 -0.5 -0.1
H 4.182286 -5.326233 2.964438 -0.1 0.4 0.2
H 3.259946 -1.054943 3.870328 0.1 0.1 -0.5
H 2.769586 -2.319453 4.862308 0.1 -0.8 -0.3
H 0.461116 -2.300623 3.814528 -0.1 -0.1 0.2
H 0.835776 -0.879963 2.939318 0.5 0.0 -0.4
H 0.820986 -0.778603 4.628648 0.4 -0.3 0.4
C -4.737844 1.030857 -0.562822 0.9 -0.1 0.3
C -5.011674 2.392307 0.067468 0.8 0.9 -0.4
N -4.138674 2.798037 1.202948 -1.3 -0.4 0.3
C -4.600044 2.076947 2.400798 0.0 0.9 -0.3
C -4.131784 2.763147 3.643698 0.5 0.1 2.0
C -2.695734 2.632207 0.986308 -0.8 -0.4 -0.9
C -2.172844 3.342077 -0.290752 -0.6 -0.7 1.3
H -4.790514 0.231877 0.176738 -0.5 -0.1 0.0
H -3.695024 0.974267 -0.874922 0.1 0.1 -0.3
H -5.340804 0.793837 -1.439382 -0.2 0.1 0.2
H -4.868314 3.220007 -0.627112 -0.1 -0.3 -0.6
H -6.065494 2.446777 0.340588 0.1 0.1 0.5
H -5.687844 2.114627 2.458778 -0.1 -0.1 -0.5
H -4.316884 1.028147 2.311658 0.2 -0.3 0.5
H -3.061534 2.696457 3.839168 0.1 0.1 -0.3
H -4.447874 3.795427 3.794018 0.2 0.3 -1.0
H -4.571034 2.389087 4.568488 -0.2 -0.9 -0.1
H -2.510124 1.562237 0.892398 0.4 -0.5 0.0
H -2.143704 2.939157 1.874658 -0.1 0.3 -0.1
H -1.089284 3.250697 -0.215612 0.0 0.6 -0.3
H -2.583184 4.351877 -0.284962 0.5 0.2 -0.1
H -2.505504 2.840767 -1.199672 0.0 0.0 0.0
C -6.204354 -3.070663 1.632518 -1.0 -1.0 0.7
C -4.831594 -3.673193 1.901158 -1.2 1.1 -0.6
N -4.118374 -3.956563 0.689298 -0.1 0.3 -0.2
C -2.814924 -4.532923 1.049378 -0.4 0.6 -1.0
C -1.879784 -3.581153 1.782808 0.8 -0.6 -0.4
C -4.151694 -2.839593 -0.311552 0.8 -1.5 -0.5
C -3.735164 -3.362133 -1.688232 0.7 -0.1 0.4
H -6.279804 -2.047553 1.264178 0.3 0.0 0.3
H -6.688704 -3.190523 2.601608 -0.4 0.7 0.1
H -6.838444 -3.690893 0.998998 0.3 -0.1 -0.4
H -4.368114 -2.923503 2.542448 0.7 0.0 0.3
H -4.972314 -4.584653 2.482138 0.2 -0.1 0.0
H -2.933884 -5.461003 1.608488 -0.5 0.2 0.4
H -2.347064 -4.927443 0.147398 0.2 0.5 -0.3
H -1.761754 -2.613613 1.294918 -0.2 0.1 -0.1
H -2.079254 -3.417253 2.841798 -0.1 -0.2 -0.1
H -0.922744 -4.086243 1.652198 0.4 0.3 0.5
H -3.521374 -1.970943 -0.121152 0.3 0.2 0.7
H -5.141854 -2.419993 -0.489342 -0.2 -0.5 0.7
H -3.926414 -2.542193 -2.380482 -0.2 -0.4 -0.5
H -4.200334 -4.326993 -1.890122 -0.6 0.4 -0.4
H -2.672484 -3.588203 -1.775992 0.2 0.2 0.3
C 2.388256 7.653377 -3.330602 -0.3 0.2 0.3
C 1.680476 6.501057 -2.673142 -0.2 -1.4 0.3
N 0.570976 6.940557 -1.780892 0.3 -0.6 -0.4
C 0.138166 5.857687 -0.838462 1.0 1.0 -0.4
C 1.255536 5.568387 0.167808 0.2 -0.6 0.2
C -0.498944 7.456717 -2.664542 -0.2 -0.2 1.1
C -1.720214 7.921477 -1.860082 0.8 0.3 -0.3
H 3.347816 7.395507 -3.778762 0.0 -0.1 0.2
H 2.501716 8.323947 -2.478792 0.4 0.6 -0.5
H 1.783126 8.098497 -4.120412 0.1 0.2 0.1
H 1.353416 5.748387 -3.390502 -0.8 0.1 -0.7
H 2.405566 5.852047 -2.182082 0.1 0.6 0.9
H -0.715844 6.191797 -0.249272 -0.1 0.1 -0.3
H -0.148844 4.969657 -1.401612 -0.1 -0.3 0.0
H 0.893116 5.055407 1.058648 -0.4 0.1 0.1
H 2.027446 4.885857 -0.187722 0.1 0.1 -0.4
H 1.747926 6.479937 0.506518 -0.1 0.1 -0.1
H -0.866384 6.683287 -3.339002 0.2 -0.3 -0.5
H -0.043434 8.251257 -3.255582 -0.3 0.1 0.1
H -2.283994 7.045077 -1.540432 -0.2 0.3 0.1
H -2.330494 8.601197 -2.454752 -0.2 -0.2 -0.1
H -1.369424 8.496017 -1.002802 -0.1 -0.1 0.2
C 0.925376 1.187687 0.788308 -0.7 -0.2 0.0
C 0.034116 0.437807 -0.241692 1.7 0.1 -1.0
N 0.885256 -0.068293 -1.381392 -0.1 0.3 0.6
C 0.146156 -0.702593 -2.476342 -0.3 -0.3 0.7
C -0.291314 -2.088993 -2.037582 0.5 0.6 0.8
C 1.815276 0.932077 -1.902632 -0.2 -0.2 -0.7
C 1.179006 2.178927 -2.579282 0.0 0.4 0.7
H 1.320506 2.156837 0.483808 -0.2 0.0 -0.3
H 1.783986 0.593817 1.101708 -0.1 -0.2 -0.2
H 0.340456 1.360157 1.691758 -0.1 0.1 0.0
H -0.454214 -0.377733 0.291728 0.1 -0.2 -0.2
H -0.735614 1.052817 -0.707922 -0.3 0.4 0.4
H -0.733544 -0.125963 -2.762232 -0.3 0.3 -0.2
H 0.762406 -0.805873 -3.369462 0.3 0.2 0.1
H -0.754674 -2.649603 -2.849452 -0.1 -0.2 0.4
H 0.587206 -2.551503 -1.587712 0.3 -0.5 -0.6
H -0.884484 -1.969143 -1.131002 -0.8 -0.2 -0.4
H 2.365326 0.348457 -2.640822 0.2 0.3 -0.3
H 2.567146 1.170897 -1.150462 -0.2 0.3 0.1
H 1.883206 2.969067 -2.839792 0.5 -0.4 -0.4
H 0.552326 2.762787 -1.905132 -0.4 -0.4 0.4
H 0.550306 1.955237 -3.441142 0.2 -0.2 -0.1
```
Positions in Å, forces in eV/Å.